(1)
A 6-piece molecular cluster, C5H23N2O6 overall at a distorted geometry, computed with the ωB97M-V functional and the def2-TZVPD basis.

Each line ends with the Löwdin charge.
Positions of all 36 atoms, in Å:
H (0.914, 1.116, 0.741)  0.0961
C (-1.177, 0.395, -2.534)  -0.0833
H (0.811, 2.138, 3.169)  0.0804
H (0.276, 3.468, 2.852)  0.0874
H (-3.172, -0.878, -2.051)  0.0857
H (3.300, -2.801, 0.765)  0.1073
H (-2.408, 0.353, 2.974)  0.0728
H (-3.045, 1.380, 1.828)  0.1596
C (-1.310, 0.063, 1.232)  -0.4958
O (2.633, -2.610, 0.090)  0.0223
O (2.741, -0.136, 1.011)  0.0203
H (1.432, -2.831, 1.255)  0.0084
H (3.251, 0.765, -3.003)  0.0348
N (0.536, 0.538, 0.021)  0.2089
H (-1.884, 0.216, -3.327)  0.0788
H (1.078, 0.845, -0.769)  0.1226
H (-0.564, 1.108, -3.062)  0.0715
H (3.027, -0.738, 1.698)  0.0704
H (-0.967, 1.958, 0.173)  0.1398
C (-2.703, -0.699, -1.075)  -0.0651
H (2.614, -3.187, -0.577)  0.0181
H (0.688, -0.494, 0.217)  0.1585
C (-0.989, 0.888, -0.041)  -0.1388
H (2.393, 2.079, -2.924)  0.0761
H (-0.655, -0.550, -2.280)  0.0984
O (-0.821, -0.964, 1.470)  0.1085
H (-2.130, -1.523, -0.893)  0.0520
H (2.842, -0.668, 0.331)  -0.0715
H (-2.707, 1.596, -1.305)  0.1903
H (-3.650, -0.660, -0.507)  0.0977
H (-0.096, -2.519, 1.780)  -0.0735
O (2.938, 1.430, -2.391)  -0.0697
O (0.678, -2.970, 1.921)  -0.0694
O (0.385, 2.586, 2.389)  -0.0801
N (-2.315, 0.627, 2.052)  0.1874
C (-1.941, 0.680, -1.230)  -0.3068

Properties
Energy relative to the best compared isomer or geometry (same formula, charge and spin): 99.1 kcal per mole
Highest occupied orbital energy: -13.00 eV
Total charge: +1
2S+1: 1

(2)
C24H32Cl5O3SSeSiY as an isolated structure, computed with the ωB97M-V functional and the def2-TZVPD basis.

Each line ends with the Löwdin charge.
Positions of all 68 atoms, in Å:
S (-0.152, -2.485, -0.141)  0.3405
H (0.760, -0.806, 5.179)  0.0866
H (1.966, -3.655, 5.148)  0.0895
H (-3.480, -2.126, 2.578)  0.0872
C (-3.305, 0.595, 2.617)  -0.0231
H (1.045, 2.495, -6.120)  0.1120
H (0.833, 3.014, 2.454)  0.0995
H (-2.241, -0.441, -0.505)  0.0498
C (2.658, 1.609, -3.274)  -0.1620
C (-0.644, 0.627, -2.885)  -0.2820
C (0.712, -2.491, 3.832)  -0.6329
H (2.936, 1.449, -0.231)  0.0514
C (0.396, 2.114, 2.018)  -0.0114
H (-0.377, -4.298, 4.288)  0.0938
Cl (-2.032, -1.172, -6.211)  0.6942
C (-3.445, -1.684, 1.581)  -0.0293
C (-1.923, 2.270, -4.166)  -0.7103
C (-0.972, -0.271, -3.879)  -0.6772
Cl (-3.125, 1.747, -6.535)  0.6905
C (-1.723, 0.019, -5.010)  -0.7177
C (1.491, 1.294, 1.359)  -0.5946
H (2.127, 0.397, 3.229)  0.0745
C (2.069, -3.024, 4.265)  -0.0247
H (2.739, -2.197, 4.503)  0.0861
H (2.481, -1.351, -4.898)  0.0949
H (2.557, 2.988, 0.548)  0.1077
C (2.024, 2.417, -4.211)  -0.0842
O (0.974, -1.649, 2.692)  -0.1489
Se (3.612, -0.912, -2.162)  0.5695
C (2.352, -0.294, -4.705)  -0.1713
C (-2.626, 0.265, 0.231)  -0.0384
H (-4.337, 0.814, 2.343)  0.0908
H (-0.076, -2.225, 5.826)  0.0908
O (0.884, 0.105, 0.735)  -0.3356
C (-2.202, 1.318, -5.150)  -0.7063
C (-0.216, -3.633, 3.438)  -0.0333
C (1.723, 0.515, -5.639)  -0.0795
H (3.111, 1.763, 2.670)  0.0982
C (-2.682, -0.368, 1.617)  -0.6319
H (0.219, -4.211, 2.621)  0.0851
C (0.091, -1.631, 4.926)  -0.0196
O (-1.355, -0.631, 2.117)  -0.1500
C (1.548, 1.871, -5.392)  -0.0778
H (-1.995, 1.156, 0.235)  0.0604
H (1.386, 2.294, -0.559)  0.0288
H (-1.187, -3.250, 3.118)  0.0713
H (3.062, 2.052, -2.374)  0.0843
H (-0.352, 2.416, 1.283)  0.0744
H (-0.861, -1.220, 4.591)  0.0764
C (2.561, 0.875, 2.354)  -0.0136
H (-0.096, 1.546, 2.807)  0.0860
H (-2.958, -2.384, 0.902)  0.0643
Cl (-0.345, -1.919, -3.680)  0.6724
H (-3.293, 0.158, 3.616)  0.0874
H (1.901, 3.473, -4.008)  0.1102
H (-3.628, 0.566, -0.081)  0.0993
Cl (-2.514, 3.877, -4.344)  0.6822
C (2.824, 0.238, -3.501)  -0.7510
C (2.129, 2.045, 0.205)  -0.0612
Si (0.024, -1.190, 1.463)  -0.1561
Cl (-0.811, 3.113, -1.854)  0.6848
H (2.515, -3.612, 3.462)  0.0916
C (-1.156, 1.901, -3.063)  -0.7016
H (-2.746, 1.531, 2.642)  0.0820
H (3.261, 0.180, 1.890)  0.1027
Y (0.993, -0.533, -1.485)  0.9701
H (-4.469, -1.521, 1.240)  0.0918
H (1.360, 0.081, -6.563)  0.1124

Properties
Energy relative to the best compared isomer or geometry (same formula, charge and spin): 0.0 kcal per mole
Highest occupied orbital energy: -8.41 eV
2S+1: 1

(3)
A 2-piece molecular cluster, C28H54BrN2O6S2 overall at a distorted geometry, computed with the ωB97M-V functional and the def2-TZVPD basis.

Each line ends with the Löwdin charge.
Positions of all 93 atoms, in Å:
C (1.647, 0.714, 1.326)  -0.2843
C (1.320, -0.756, 0.838)  -0.2330
H (0.825, -3.374, 0.527)  0.1251
C (2.487, -1.383, 0.061)  -0.1117
H (-2.971, -0.177, 3.181)  0.1029
H (-0.062, 5.198, 2.473)  0.0666
H (-2.700, 0.509, 0.790)  0.1019
H (-1.316, 0.498, 1.890)  0.0689
H (-4.789, -1.639, 2.758)  0.0752
H (2.349, 1.037, -1.639)  0.0568
H (0.550, 1.712, 5.520)  0.0779
H (1.314, -3.572, 3.988)  0.0845
H (-2.420, 3.552, 2.094)  -0.1294
O (-3.416, 2.136, -3.766)  -0.0479
C (3.106, 1.111, 1.497)  -0.0810
H (-3.032, -3.608, -5.376)  0.1046
H (0.184, -1.423, 2.556)  0.1113
S (-1.514, 3.406, 3.071)  0.7505
C (0.113, -0.625, -0.174)  -0.1428
H (-4.208, -2.119, 1.209)  0.0622
C (1.085, 3.007, 0.240)  -0.1273
H (1.885, -1.612, 2.696)  0.1070
H (-0.444, 0.696, 4.470)  0.0615
H (1.964, 3.289, 0.801)  0.0435
H (-0.661, 2.534, -1.571)  0.1218
H (-1.172, 1.524, -3.462)  0.1193
C (-0.045, 3.929, 0.718)  -0.1971
H (-0.069, -3.541, 1.993)  0.1124
H (-3.382, 1.856, -1.787)  0.1170
C (3.640, -1.797, 0.606)  0.0473
C (-2.197, -1.573, -0.775)  -0.0201
H (3.210, 1.979, 2.138)  0.0935
Br (4.422, 3.377, 0.108)  0.7659
C (-0.929, 1.508, -1.340)  -0.1177
S (1.395, -0.657, -3.026)  0.9453
H (2.321, 0.161, 3.918)  0.1185
H (1.076, 1.650, -2.633)  0.0920
C (0.303, 0.756, -0.838)  -0.3119
H (0.789, -0.015, 5.541)  0.0793
H (-4.115, -4.167, -4.064)  0.0990
O (-2.959, -1.220, -4.379)  0.0475
H (4.141, 0.234, -4.949)  0.0747
H (-1.016, 3.540, 0.438)  0.0761
H (3.593, 0.303, 2.027)  0.1279
C (1.915, -4.143, 2.233)  -0.2537
C (-1.988, -0.130, 1.308)  -0.1720
C (-0.068, 4.137, 2.260)  -0.5168
C (-3.087, 1.295, -2.671)  -0.2582
H (-2.672, -2.504, -0.489)  0.0832
H (2.386, -1.558, -0.999)  0.0475
C (1.991, 0.099, -4.554)  -0.4990
C (-1.589, 0.971, -2.625)  -0.1573
H (0.368, -1.402, -0.886)  0.0884
H (-1.097, -1.988, 0.931)  0.0998
H (2.096, 1.905, 3.894)  0.1129
C (-2.833, -0.884, 2.362)  -0.2339
C (3.363, 0.778, -4.427)  -0.1283
O (4.405, 0.716, -0.572)  0.0393
H (-2.272, -1.715, 2.785)  0.1048
H (-1.594, -1.809, -1.649)  0.0696
H (1.254, 0.841, -4.853)  0.0665
O (2.143, -3.854, 3.599)  -0.0525
H (3.839, -1.810, 1.668)  0.0803
H (1.494, -5.148, 2.164)  0.1178
H (2.849, -4.167, 1.684)  0.1077
H (-1.383, -0.067, -2.825)  0.0563
C (1.063, -1.732, 1.999)  -0.1222
H (4.417, -2.183, -0.033)  0.0834
C (-1.251, -1.089, 0.350)  -0.2709
H (-2.438, -3.658, -3.691)  0.0961
H (-3.537, 1.561, -4.527)  0.0840
C (-3.303, -3.503, -4.330)  0.0579
H (-4.734, -0.428, 1.460)  0.0791
H (-0.083, 1.570, 0.907)  0.1393
O (0.902, 0.876, 2.534)  -0.1203
H (-3.687, 0.394, -2.710)  0.0843
H (0.832, 3.712, 2.689)  0.0568
H (2.008, -0.656, -5.329)  0.0726
C (-4.231, -1.282, 1.898)  -0.0879
C (1.585, 0.951, 3.783)  -0.2275
C (0.890, -3.205, 1.597)  -0.1522
H (-1.696, 1.585, -0.572)  0.0946
C (1.341, 0.824, -1.981)  -0.3618
N (0.803, 1.538, 0.384)  0.0773
O (-4.880, -1.918, -3.723)  0.0921
H (3.686, 0.870, -3.396)  0.0452
H (-2.964, -0.850, -1.015)  0.0739
H (0.160, 4.896, 0.274)  0.1259
C (0.541, 0.824, 4.901)  -0.0333
N (-3.758, -2.101, -4.127)  -0.4349
H (1.255, 3.250, -0.801)  0.1239
H (3.314, 1.784, -4.835)  0.0765
C (3.943, 1.452, 0.261)  -0.6880

Properties
Highest occupied orbital energy: -11.36 eV
Total charge: +1
2S+1: 1

(4)
C25H29InN4O3SSi as an isolated structure at a distorted geometry, computed with the ωB97M-V functional and the def2-TZVPD basis.

Each line ends with the Löwdin charge.
Positions of all 64 atoms, in Å:
H (-0.418, -4.220, 0.709)  0.0408
H (3.090, -4.820, 2.714)  0.1175
H (-3.087, -2.611, 1.528)  0.0864
H (2.357, -1.431, -5.179)  0.0961
N (4.279, 3.755, -0.877)  0.0915
C (1.288, -0.394, -3.623)  -0.0714
C (-2.115, 1.777, 3.052)  -0.0067
C (1.318, -2.115, 1.536)  -0.2177
C (0.720, -0.477, -2.297)  -0.0936
C (2.101, -1.392, -4.132)  -0.0981
In (0.485, 1.852, 0.546)  0.6392
H (-2.462, -1.062, 1.206)  0.0556
H (0.818, 0.294, -4.344)  0.1038
H (-2.695, 0.990, 0.207)  0.0819
O (-0.935, 3.364, 4.316)  0.0846
C (-2.131, -2.105, 1.392)  -0.0747
C (-1.501, 3.602, -1.268)  -0.2155
C (1.762, -3.430, 1.650)  -0.0977
C (-2.620, 4.011, -2.027)  0.0045
C (3.076, -2.806, 3.603)  -0.0939
H (-3.115, -2.584, -1.165)  0.1107
C (2.608, -1.503, 3.506)  -0.0788
C (3.033, 3.292, -0.680)  -0.7988
C (-3.903, 2.342, -0.955)  -0.0265
H (3.870, -3.081, 4.239)  0.0839
N (0.850, 3.498, -0.987)  -0.0950
H (-1.945, -4.643, -0.003)  0.0781
H (4.398, 4.550, -1.445)  0.0938
H (2.119, -3.336, -1.320)  0.1001
O (-0.285, 0.034, 0.505)  -0.3817
H (-1.784, 0.759, 2.777)  0.0765
O (-0.027, 2.768, 2.360)  -0.1731
C (1.056, -1.521, -1.452)  -0.2387
C (2.673, -3.773, 2.668)  -0.0766
C (1.701, -1.212, 2.524)  -0.1031
H (-0.729, -4.161, -1.010)  0.0647
H (2.989, -0.696, 4.262)  0.1478
H (-2.779, 2.265, 2.333)  0.0688
Si (0.234, -1.530, 0.197)  0.4878
H (5.025, 3.355, -0.349)  0.0833
C (1.882, -2.483, -1.972)  -0.0890
H (-2.585, 4.831, -2.725)  0.1162
S (2.963, 1.888, 0.357)  0.6995
N (2.048, 4.020, -1.186)  0.0022
H (-1.637, -1.977, -2.077)  0.0688
H (1.486, -4.251, 0.900)  0.1141
H (-4.898, 1.876, -0.922)  0.1243
H (-2.679, 1.792, 3.992)  0.0851
C (-1.389, -2.447, 0.083)  -0.5873
H (3.024, -3.350, -3.566)  0.1080
N (-1.602, 2.576, -0.401)  0.0761
H (-2.503, -0.826, -0.906)  0.0857
H (-1.572, -2.156, 2.281)  0.0635
C (-1.125, -3.952, -0.054)  -0.0807
C (-0.960, 2.710, 3.324)  -0.6666
H (-4.696, 3.796, -2.283)  0.1049
C (-3.839, 3.432, -1.786)  -0.0596
C (-0.158, 4.123, -1.492)  -0.0380
C (-2.171, -1.921, -1.128)  -0.0776
C (2.443, -2.452, -3.272)  -0.0657
H (0.044, 0.334, -2.042)  0.0826
H (-0.045, 5.080, -1.914)  0.1207
C (-2.765, 1.945, -0.264)  -0.1056
H (1.416, -0.194, 2.336)  0.0626

Properties
Energy relative to the best compared isomer or geometry (same formula, charge and spin): 29.7 kcal per mole
Highest occupied orbital energy: -8.76 eV
2S+1: 1